79
Properties=species:S:1:pos:R:3:forces:R:3:mulliken_spin:R:1 method="wB97M-V/def2-TZVPD" orbital_gap_ev="7.17 / 7.32" homo_ev="-10.509 / -10.507" charge=+1 multiplicity=4
Nd -0.18178 0.40907 0.35825 -0.2 0.1 2.0 3.059
C -0.90596 -2.02386 1.19670 0.8 0.5 0.3 0.000
C 0.40392 -2.30804 0.70614 -0.1 0.7 0.4 -0.007
C 0.61882 -0.80076 2.45548 -0.9 -0.7 -1.0 -0.009
C -0.78761 -1.10946 2.29512 1.2 -0.3 -0.7 -0.016
C 1.34233 -1.54891 1.46838 -1.0 0.2 -0.1 0.000
C -2.18685 -2.51728 0.61395 -0.4 -0.2 -0.1 -0.002
H -2.03954 -2.83125 -0.42297 -0.1 -0.1 0.1 -0.001
H -2.94681 -1.72408 0.59975 0.0 -0.2 0.0 -0.001
H -2.60446 -3.36557 1.17712 0.1 0.2 -0.2 -0.001
C -1.93596 -0.38537 2.90347 -0.5 0.4 0.5 -0.002
H -2.88367 -0.68378 2.43545 0.2 -0.1 0.4 -0.001
H -1.88786 0.71051 2.76419 0.1 -0.5 0.2 -0.001
H -1.98581 -0.54934 3.99104 -0.1 0.0 -0.3 0.000
C 1.19527 0.32442 3.24139 0.2 0.4 0.5 -0.003
H 1.33552 0.04601 4.29715 0.0 0.2 -0.3 0.000
H 0.54908 1.21701 3.23970 0.0 -0.2 0.1 -0.001
H 2.16857 0.64151 2.83622 -0.2 -0.2 0.2 0.000
C 2.80858 -1.46842 1.21067 0.4 0.0 -0.1 0.000
H 3.40504 -2.09150 1.89510 -0.2 0.2 -0.2 0.000
H 3.17166 -0.43660 1.30628 0.1 -0.2 0.1 -0.001
H 3.03008 -1.78218 0.18563 0.1 -0.1 0.2 0.000
C 0.73625 -3.24015 -0.40623 0.1 -0.2 -0.4 0.006
H 0.99865 -4.25106 -0.05476 -0.1 0.3 -0.1 0.000
H 1.58257 -2.85969 -0.98940 0.0 -0.2 0.1 -0.001
H -0.11074 -3.33175 -1.09451 0.1 -0.1 0.1 -0.001
C -1.78774 1.48345 -6.71367 -0.5 0.2 0.1 0.000
C -1.85790 0.15431 -6.72509 -0.6 -0.1 -0.3 0.000
C -1.06125 -0.80259 -7.56378 0.5 -0.1 0.0 0.000
C 0.31288 -0.28510 -8.06144 -0.2 -0.5 -0.4 0.000
C 1.23389 0.18517 -6.97184 0.5 0.3 0.3 0.000
C 1.29572 1.40363 -6.41310 0.4 -0.4 -0.6 0.000
C 0.50770 2.62035 -6.80043 -0.5 0.2 0.0 0.000
C -0.85202 2.35961 -7.49708 0.3 0.5 -0.1 0.000
H -1.64199 -1.10801 -8.45034 0.0 0.1 0.3 0.000
H 0.15141 0.46809 -8.83965 0.2 -0.3 0.3 0.000
H -0.90248 -1.72620 -6.98690 0.0 0.1 -0.1 0.000
H -0.67170 1.98607 -8.51122 -0.2 0.2 0.4 0.000
H -2.54312 2.04887 -6.14111 0.4 -0.4 -0.1 0.000
H -2.67610 -0.33114 -6.17086 0.3 0.3 -0.2 0.000
H -1.33862 3.33873 -7.62016 0.1 -0.3 0.0 0.000
H 0.33076 3.21929 -5.89467 0.0 0.0 -0.1 0.000
H 2.09346 1.60614 -5.68893 -0.2 -0.2 -0.1 0.000
H 1.10029 3.26623 -7.46985 0.0 -0.2 0.2 0.000
H 0.80283 -1.13388 -8.56297 -0.1 0.3 0.1 0.000
H 1.98283 -0.56405 -6.67818 -0.3 0.3 0.2 0.000
P -1.34539 0.28448 -2.23064 -0.3 0.2 -0.5 -0.004
C -2.90630 1.25025 -2.26770 0.0 0.2 -0.1 0.000
C -1.57252 -1.04758 -3.42892 -0.1 -0.3 0.0 -0.001
P 1.56574 0.89775 -1.90200 0.2 0.3 -0.3 -0.002
C 0.05233 1.32189 -2.94523 0.0 -0.4 0.9 -0.004
C 2.54320 -0.19609 -2.97308 0.1 -0.1 0.1 0.000
C 2.59116 2.40363 -1.65494 -0.1 0.1 -0.1 0.001
H -2.88716 2.02608 -1.48721 0.1 -0.1 -0.3 0.000
H -3.74006 0.57674 -2.01018 0.3 0.1 -0.2 0.000
H -3.08326 1.70733 -3.25182 0.0 -0.1 0.3 0.000
H -1.67581 -0.65894 -4.45000 0.0 -0.1 0.3 0.000
H -2.45430 -1.63238 -3.13701 0.1 0.2 -0.1 0.000
H -0.71535 -1.71995 -3.36900 0.0 0.0 -0.1 0.000
H 2.84521 2.91718 -2.59376 -0.1 -0.2 0.3 0.000
H 3.51476 2.11489 -1.12687 -0.3 0.0 -0.3 0.000
H 2.06401 3.09938 -0.98659 0.0 -0.1 -0.3 0.000
H -0.18876 2.37816 -2.80382 0.0 0.0 -0.2 0.002
H 0.22426 1.04905 -3.98462 -0.1 0.3 -0.2 0.000
H 3.50208 -0.39477 -2.47744 -0.1 0.1 -0.2 0.000
H 2.69431 0.22694 -3.97454 0.0 -0.1 0.3 0.000
H 2.02590 -1.15345 -3.04853 0.0 0.0 -0.1 0.000
F -0.78709 6.84046 5.45338 0.1 -0.6 -0.5 0.000
C -0.81008 5.90230 4.49540 -0.1 0.0 -0.3 -0.001
C -0.68791 6.26481 3.14671 -0.2 0.1 0.1 0.000
F -0.50404 7.56874 2.82727 0.0 -1.1 0.2 0.000
C -0.80624 5.28633 2.15177 0.1 -0.3 -0.4 -0.001
F -0.55923 5.66030 0.86594 -0.5 -0.2 0.9 0.000
C -1.12835 3.92748 2.43219 0.9 1.6 1.3 -0.001
S -1.47358 2.76141 1.21823 0.2 -0.6 -1.2 -0.008
C -1.12920 3.62302 3.80608 -0.1 -1.1 -0.2 -0.001
F -1.24117 2.31321 4.20486 -0.2 1.1 -0.3 0.000
C -0.99286 4.55291 4.81413 0.0 0.7 0.6 0.000
F -1.06248 4.18401 6.11001 0.0 0.1 -0.8 0.000